C6H18O3 | ωB97M-V/def2-TZVPD

```
27
Properties=species:S:1:pos:R:3:forces:R:3
C -2.15440 2.36794 -4.01565 1.2 1.1 -1.7
C -3.61334 2.59507 -4.13900 -1.4 -2.4 0.8
O -4.11416 3.40115 -3.13332 -0.5 1.7 1.2
H -1.69189 3.21002 -4.53050 0.6 0.3 0.4
H -1.83513 1.53364 -4.64024 -0.2 -0.3 0.2
H -1.75012 2.27350 -3.00780 -0.4 0.0 0.0
H -4.07729 1.64716 -3.86640 0.0 -0.8 -0.8
H -4.07506 2.90561 -5.07627 0.9 0.0 -0.6
H -5.03448 3.12988 -3.10112 -0.1 0.5 0.5
C 5.22890 -2.14463 2.91316 -0.4 0.7 1.1
C 4.19634 -1.45476 3.87385 0.4 0.3 -2.3
O 3.72179 -0.27002 3.16566 0.2 -0.5 0.5
H 4.66917 -2.47181 2.03694 0.1 -0.1 0.0
H 5.72280 -2.97875 3.41155 -0.2 -0.2 -0.1
H 6.01970 -1.47153 2.58198 -0.2 0.2 0.1
H 4.55635 -1.09029 4.83596 0.2 -0.7 0.1
H 3.36193 -2.15552 3.90211 -0.1 0.0 0.8
H 3.38364 0.29787 3.86190 -0.2 0.3 -0.2
C -2.09860 -0.73205 -0.02217 -1.7 -1.4 -1.3
C -1.14712 -1.43695 0.88157 -1.1 1.0 0.5
O -0.09574 -0.54488 0.95595 1.9 0.7 0.2
H -1.71416 -0.60572 -1.03428 0.2 0.6 0.2
H -2.58626 0.13599 0.42143 0.7 0.3 -0.1
H -2.94094 -1.40652 -0.17601 -0.3 -0.2 -0.1
H -0.85537 -2.44621 0.59109 -0.1 0.0 -0.2
H -1.70702 -1.41806 1.81658 0.3 -0.8 0.6
H 0.63047 -0.87013 1.49302 0.0 -0.1 0.1
```
Forces are in eV/Å.

Computed properties:
* frontier orbital gap: 10.69 eV
* HOMO: -0.3646 Ha
* maximum force: 2.90 eV/A
* energy above the lowest of the compared OMol25 structures with the same formula, charge and spin: 183.51 kJ/mol
* SMILES: CCO.CCO.CCO

Löwdin population analysis, charges in e, atoms 1 to 8: -0.085 -0.379 -0.074 0.072 0.076 0.085 0.103 0.117

***

C6H18O3S3Sn | ωB97M-V/def2-TZVPD

```
31
Properties=species:S:1:pos:R:3:forces:R:3
Sn -6.86653 13.38119 33.10957 2.4 1.9 0.1
C -1.97523 13.57890 32.64533 -0.3 0.3 -0.2
S -2.92690 14.03201 34.11232 1.1 -1.7 -0.4
O -4.25468 14.45052 33.54366 -2.2 -0.3 0.0
C -3.12569 12.29139 34.68578 -0.4 0.0 -0.3
H -1.99294 14.43466 31.97092 0.2 0.2 0.2
H -2.51522 12.78479 32.13086 0.1 -0.2 0.2
H -0.95429 13.30836 32.90712 0.0 0.0 0.0
H -3.53658 12.28684 35.69279 0.1 0.0 0.0
H -2.25096 11.64704 34.59382 0.5 0.6 0.4
H -3.79690 11.78101 33.98685 -0.4 0.5 0.0
C -7.21951 18.28485 35.37189 -0.4 -0.5 0.0
S -6.43944 16.67600 35.69166 0.2 0.3 0.3
O -7.09786 15.68906 34.71779 0.3 -1.0 -1.0
C -4.80770 17.18052 35.09994 -0.5 0.3 -0.2
H -6.89366 18.65874 34.40368 -0.1 0.1 0.0
H -7.02837 18.99572 36.17479 0.4 -0.2 0.0
H -8.29315 18.10078 35.40255 0.0 -0.1 -0.2
H -4.64640 18.12573 35.62019 0.2 -0.1 0.1
H -4.89240 17.39689 34.03513 0.1 -0.1 0.0
H -4.00469 16.48496 35.32010 -0.2 -0.1 0.1
C -6.10312 13.13966 28.55860 1.0 0.1 0.0
S -4.74170 12.45506 29.58059 -1.5 0.3 -0.7
O -5.14197 12.92823 30.97953 -0.6 -0.2 1.3
C -5.29048 10.73881 29.41670 -0.4 -0.5 0.8
H -6.19416 14.21114 28.73057 0.2 0.0 0.3
H -7.01572 12.62313 28.84534 0.0 -0.1 -0.3
H -5.79910 13.03755 27.51685 -0.3 -0.4 -0.1
H -4.59045 10.04558 29.88160 0.3 0.2 -0.2
H -5.52961 10.40184 28.40921 0.4 0.4 -0.2
H -6.21400 10.64143 29.99318 -0.1 0.3 0.0
```
Forces are in eV/Å.

Computed properties:
* frontier orbital gap: 6.05 eV
* HOMO: -0.5693 Ha
* maximum force: 3.10 eV/A
* charge: +2
* energy above the lowest of the compared OMol25 structures with the same formula, charge and spin: 63.30 kJ/mol

Löwdin population analysis, charges in e, atoms 1 to 8: 1.709 -0.228 0.902 -0.691 -0.220 0.068 0.044 0.076

***

C6H19AgN5O3 | ωB97M-V/def2-TZVPD

```
34
Properties=species:S:1:pos:R:3:forces:R:3
Ag 0.69274 0.94983 1.46564 -0.1 -0.5 -0.4
C 0.32197 -4.77309 0.58617 -0.3 -0.1 -1.5
C 0.78740 -3.35377 0.08020 -1.8 -1.3 1.2
C -0.14672 -2.77510 -1.03438 2.2 0.5 0.7
O 0.30028 -1.40079 -1.20393 -1.0 -1.0 -0.6
C -0.31573 -0.79927 -2.33830 0.4 1.1 0.1
N 0.65937 -2.53600 1.28635 0.2 1.6 -0.4
H 0.88024 -5.09042 1.46693 0.6 -0.2 -0.5
H 0.31420 -5.46239 -0.25817 0.8 -0.5 0.2
H -0.70614 -4.91339 0.91994 -0.4 1.1 0.0
H 1.86161 -3.40299 -0.09803 -0.2 0.1 -0.9
H -1.19470 -2.83538 -0.74073 -0.1 0.2 0.4
H -0.07615 -3.33599 -1.96632 0.3 0.0 -0.1
H 0.21594 -0.91923 -3.28225 0.1 -0.8 0.0
H -0.21760 0.27597 -2.18885 -0.4 0.1 0.2
H -1.36827 -1.05296 -2.46439 0.0 -0.1 0.1
H 1.15174 -3.06277 1.99360 -0.4 0.3 0.6
H -0.33648 -2.50231 1.45143 -0.1 -0.1 0.8
C -3.96726 1.06139 0.45547 0.5 1.7 0.7
O -3.22162 0.95824 1.35574 4.3 -2.1 4.2
N -4.16337 2.23928 -0.04602 -1.8 3.6 -2.9
N -4.69488 0.14642 -0.06681 -3.4 -4.6 -2.2
H -3.55229 3.02358 0.13159 -0.6 -0.3 0.2
H -5.11531 2.31104 -0.37582 0.4 1.3 -0.4
H -4.85773 -0.75732 0.35370 0.4 0.3 0.3
H -5.33421 0.33519 -0.82557 0.3 0.1 0.1
C 3.55738 4.61082 0.56100 -2.1 -3.1 2.0
O 2.48531 4.05912 0.34157 -1.7 -0.2 -0.4
N 4.08475 4.51197 1.77443 1.4 0.3 2.3
N 4.28250 5.12556 -0.35577 2.0 1.9 -2.9
H 5.05982 4.73131 1.92009 -0.3 0.0 0.3
H 3.57927 4.01869 2.49642 0.2 0.2 -0.4
H 3.81744 5.16864 -1.25129 0.7 0.2 -0.1
H 5.21649 5.44614 -0.14365 -0.3 0.2 -0.7
```
Forces are in eV/Å.

Computed properties:
* frontier orbital gap: 6.90 eV
* HOMO: -0.4477 Ha
* maximum force: 6.41 eV/A
* charge: +1
* energy above the lowest of the compared OMol25 structures with the same formula, charge and spin: 229.65 kJ/mol

Löwdin population analysis, charges in e, atoms 1 to 8: 0.907 -0.067 -0.380 -0.161 -0.225 -0.113 0.004 0.075

***

C6H19AsF6KNO3 | ωB97M-V/def2-TZVPD

```
37
Properties=species:S:1:pos:R:3:forces:R:3
K -30.48190 36.37944 -16.28652 3.3 0.7 7.8
As -31.11350 39.33941 -16.90828 -1.1 3.8 0.2
F -30.64764 38.76614 -15.30698 -0.3 -0.4 -0.7
F -29.44320 39.89486 -17.11533 -1.2 -0.3 0.0
F -31.57051 40.10765 -18.45989 0.6 -1.3 1.4
F -32.78381 38.70521 -16.71191 1.7 0.1 -0.2
F -31.60202 40.86802 -16.06490 0.6 -1.7 -1.1
F -30.61122 37.78906 -17.64198 -1.1 4.7 -3.6
C -32.70866 34.66532 -16.07783 -0.6 -1.1 1.2
O -32.22469 35.73550 -16.81757 -7.6 -1.7 -2.8
H -33.62480 34.82456 -15.50910 -0.1 0.8 0.1
H -32.97900 33.83432 -16.72932 0.5 -0.4 0.1
H -31.92582 34.43779 -15.35430 -0.6 -0.4 0.0
H -33.01116 36.00495 -17.29765 0.0 0.7 -0.6
C -27.91149 37.36068 -17.66901 1.6 -0.8 -1.1
O -28.31398 36.72836 -16.46302 2.1 1.5 0.1
H -27.81418 38.44475 -17.72761 -0.4 -0.1 0.7
H -26.96369 36.93924 -18.00390 0.5 0.1 0.3
H -28.54288 37.02084 -18.48995 -0.6 0.2 0.4
H -27.65909 36.66914 -15.76359 0.5 0.6 -0.4
C -29.21658 32.22038 -16.64778 0.8 -2.1 -0.1
C -29.89791 33.43511 -16.16666 0.1 -0.3 -0.6
C -29.77702 33.53195 -14.63980 -0.3 0.3 0.0
O -30.85840 32.78722 -14.00451 1.6 1.0 0.7
C -30.84195 32.94745 -12.55250 -0.9 0.0 -0.5
N -29.37230 34.59117 -16.94551 0.2 -3.3 -0.7
H -29.22573 31.95204 -17.70419 -0.4 0.7 -0.3
H -29.60470 31.31225 -16.18649 0.2 0.0 0.5
H -28.15852 32.34139 -16.41548 0.2 -0.3 0.2
H -30.97253 33.36278 -16.33410 0.5 -0.1 -0.4
H -29.80155 34.59394 -14.39548 -0.4 0.2 0.5
H -28.78982 33.21142 -14.30696 0.0 -0.4 0.2
H -30.93403 33.98467 -12.23031 0.1 0.3 -0.4
H -30.00394 32.52926 -11.99488 0.4 -0.3 -0.6
H -31.74869 32.46011 -12.19415 0.1 -0.2 -0.1
H -28.37565 34.59492 -17.10908 0.2 -0.4 0.5
H -29.75596 34.43389 -17.86648 -0.1 0.1 -0.4
```
Forces are in eV/Å.

Computed properties:
* frontier orbital gap: 9.76 eV
* HOMO: -0.3666 Ha
* maximum force: 8.45 eV/A

Löwdin population analysis, charges in e, atoms 1 to 8: 1.005 0.899 -0.292 -0.257 -0.266 -0.267 -0.285 -0.435

***

C6H19BrCuN5O3 | ωB97M-V/def2-TZVPD

```
35
Properties=species:S:1:pos:R:3:forces:R:3
Cu -2.13224 -0.47570 -4.04355 0.2 1.0 1.3
Br -0.67009 -0.08452 -1.76657 -1.0 0.3 -1.2
C -2.07587 2.51793 1.61396 0.6 1.2 2.3
O -2.44891 3.06107 2.60789 -1.5 1.2 2.5
N -0.82347 2.39651 1.30000 4.8 0.4 -0.3
N -2.76590 1.91870 0.71991 -3.4 -1.2 -2.6
H -0.16203 2.72603 1.98847 0.3 0.1 -0.8
H -0.65414 2.21218 0.32150 1.3 0.1 0.5
H -2.09587 1.46596 0.11476 -2.0 -1.4 -0.6
H -3.70165 1.71369 1.04001 0.1 -0.6 -1.0
C -3.87740 2.25367 -3.09887 0.0 1.8 2.0
O -3.47810 1.30336 -3.67576 1.6 -5.0 -3.4
N -5.04098 2.81426 -3.26685 -3.6 1.6 -0.7
N -3.16199 2.81393 -2.15487 1.8 1.3 1.7
H -5.75954 2.48720 -3.89677 0.5 -0.2 0.1
H -5.29713 3.58778 -2.67005 -0.1 -0.2 -0.3
H -3.45836 3.65377 -1.67850 0.4 -0.4 0.1
H -2.26505 2.38839 -1.96913 -0.1 0.3 0.1
C 1.68113 -0.97738 1.71155 -0.7 -0.1 0.8
C 2.17450 -1.92650 0.65639 -0.5 1.5 -0.3
C 3.03764 -3.00719 1.18182 1.7 -0.4 0.4
O 4.18964 -2.38372 1.78399 -0.5 0.3 0.1
C 5.41675 -3.06997 1.61447 -0.8 0.8 -0.2
N 1.03328 -2.42070 -0.10249 0.6 -0.7 0.9
H 1.20876 -0.13452 1.20701 -0.1 0.2 0.1
H 2.45134 -0.61330 2.39149 0.1 0.0 -0.3
H 0.92151 -1.48372 2.30712 -0.2 0.1 0.2
H 2.79504 -1.24749 0.07162 0.6 -0.3 -0.6
H 3.39370 -3.61952 0.35334 -0.1 -0.3 -0.2
H 2.56692 -3.65945 1.91741 -0.3 0.0 0.0
H 5.36269 -4.01714 2.15116 0.4 -0.3 -0.3
H 6.19860 -2.41793 2.00392 0.0 -0.2 0.3
H 5.59515 -3.12522 0.54059 0.2 -0.7 -0.1
H 0.46907 -1.64609 -0.42149 0.1 -0.3 -0.3
H 1.37301 -3.00438 -0.85349 -0.3 0.2 -0.4
```
Forces are in eV/Å.

Computed properties:
* frontier orbital gap (spin up / spin down): 7.93 / 5.21 eV
* HOMO (spin up / spin down): -0.2835 / -0.3196 Ha
* maximum force: 6.27 eV/A
* multiplicity: 3
* ⟨S²⟩: 2.01

Löwdin population analysis, charges in e, atoms 1 to 8: 0.446 -0.008 -0.851 0.061 0.158 0.161 0.129 0.063

***

C6H19HgN2Si | ωB97M-V/def2-TZVPD

```
29
Properties=species:S:1:pos:R:3:forces:R:3
C 2.78716 2.38273 -2.99144 -0.8 -0.6 0.2
Hg -0.12555 -1.22353 -1.95074 0.4 -1.6 -3.1
N -2.49816 -2.43036 -2.54403 -1.8 -0.7 0.0
N -0.24941 -0.00611 -4.71538 0.5 0.8 -0.6
H -3.14645 -1.60676 -2.58809 0.5 -1.0 0.1
H 3.25384 1.61460 -3.65844 0.1 0.5 1.1
H 2.92686 2.25920 -1.87397 0.5 0.0 -1.5
H 1.69454 2.13171 -3.09770 0.9 0.9 -0.2
H 3.10554 3.39156 -3.35429 -0.6 -0.8 0.4
H -1.24115 0.22222 -4.75435 0.1 -0.2 -0.1
H -0.00237 -0.69332 -5.43107 -0.3 0.0 0.4
H 0.27744 0.84628 -4.94187 -0.2 -0.2 0.0
H -2.52290 -2.87369 -3.48486 0.3 0.5 0.8
H -2.91218 -3.15009 -1.89083 0.3 1.0 -0.7
C -1.66624 0.88502 3.58260 -0.4 0.3 0.1
Si -0.15578 -0.01534 2.94456 0.6 -1.2 -1.4
C 1.42395 0.88172 3.39288 0.2 0.2 0.4
C -0.11767 -1.80607 3.62856 0.0 0.4 0.1
C -0.03090 -0.24018 1.09343 -0.3 0.2 0.8
C 0.21076 -0.51429 -0.08642 0.1 1.6 3.5
H -1.70221 0.90166 4.69081 0.0 -0.1 -0.5
H -2.58678 0.40637 3.20871 0.3 0.1 0.2
H -1.66871 1.92956 3.22964 0.0 -0.3 0.1
H 1.56563 0.97158 4.48542 0.0 0.1 -0.4
H 2.27648 0.33260 2.96163 -0.3 0.2 0.2
H 1.41505 1.88629 2.94198 0.0 -0.3 0.2
H -0.98513 -2.35335 3.20748 0.5 0.2 0.3
H 0.80879 -2.28677 3.25554 -0.5 0.2 0.2
H -0.13446 -1.84321 4.74024 0.0 -0.1 -0.6
```
Forces are in eV/Å.

Computed properties:
* frontier orbital gap: 3.89 eV
* HOMO: -0.0254 Ha
* maximum force: 3.83 eV/A
* charge: -1

Löwdin population analysis, charges in e, atoms 1 to 8: -0.090 0.323 -0.176 -0.109 -0.019 0.014 0.029 0.001

***

C6H19NO3 | ωB97M-V/def2-TZVPD

```
29
Properties=species:S:1:pos:R:3:forces:R:3
C 1.51768 -0.46665 1.00171 -1.8 -0.8 -2.4
C 2.19573 -1.79530 0.74422 3.9 -0.8 2.0
C 0.01729 -0.77795 1.20034 0.1 2.4 3.0
N -0.53634 0.59535 1.20924 -2.9 -0.4 -1.2
C -3.11617 0.83022 0.56110 0.7 1.2 -2.7
C -1.60715 0.88379 0.10292 1.0 -2.7 0.2
C -1.34608 2.32929 -0.32287 2.4 -0.2 -2.9
O -0.13451 2.85255 0.32945 -1.0 0.1 -0.9
H 1.80713 0.21655 1.81458 0.3 -0.8 -0.1
H 1.55339 0.16552 0.04020 0.0 -0.9 1.6
H 2.48470 -1.95694 -0.29054 0.0 0.0 -0.1
H 1.85151 -2.76234 1.13728 -1.4 0.6 -0.3
H 3.16274 -1.88125 1.37651 -0.7 0.6 -1.3
H -0.61329 -1.34918 0.56366 0.5 -0.9 -1.2
H -0.09480 -1.26618 2.22020 0.1 0.5 -1.0
H -0.91593 0.91228 2.09218 0.1 -0.2 0.1
H -3.85609 0.81185 -0.37337 1.6 -0.2 2.1
H -3.23923 0.05246 1.25070 -0.7 -1.3 0.8
H -3.21388 1.79975 1.04660 -0.7 -0.2 0.4
H -1.39513 -0.02865 -0.70292 -0.5 2.8 1.6
H -2.28904 2.87916 -0.19538 1.0 0.7 0.7
H -1.17072 2.40893 -1.48061 -0.3 -0.3 1.9
H 0.56548 2.13805 0.34974 -1.7 0.8 0.0
H 2.47263 0.17338 -2.89472 -1.6 0.6 0.0
H 2.58293 -0.03745 -1.49196 -3.1 1.3 -1.4
O 1.81729 0.31436 -2.15467 4.8 -1.8 1.1
H 0.29010 -2.01838 -3.05074 -0.1 0.4 -0.1
H 0.64710 -2.32396 -1.63991 0.4 2.2 4.2
O 0.56265 -2.69924 -2.44295 -0.3 -2.5 -4.0
```
Forces are in eV/Å.

Computed properties:
* frontier orbital gap: 9.15 eV
* HOMO: -0.3210 Ha
* maximum force: 5.22 eV/A
* energy above the lowest of the compared OMol25 structures with the same formula, charge and spin: 372.26 kJ/mol
* SMILES: CCCN[C@@H](C)CO.O.O

Löwdin population analysis, charges in e, atoms 1 to 8: -0.245 -0.136 -0.235 -0.087 -0.067 -0.327 -0.223 -0.124

***

C6H19NO4 | ωB97M-V/def2-TZVPD

```
30
Properties=species:S:1:pos:R:3:forces:R:3
O 1.07156 -0.76948 -3.22520 -0.2 0.3 -0.3
C 0.14588 -0.04224 -2.93362 0.6 -1.1 0.8
C 0.10055 0.62972 -1.59857 -1.4 1.3 0.0
C -1.16077 0.26121 -0.81048 -0.3 -1.8 1.1
C -0.89679 -0.74100 0.34349 -0.4 0.4 0.6
C -0.09858 -0.12372 1.48520 0.9 0.2 0.5
C -0.74186 1.06756 2.24816 -0.6 -1.3 -0.5
N -1.06865 0.78958 3.65453 0.3 0.5 -0.5
H -0.74173 -0.01866 -3.58436 0.0 0.4 -0.1
H 0.99249 0.46947 -1.02211 0.5 -0.4 0.1
H 0.01873 1.71037 -1.70325 0.3 0.3 -0.5
H -1.94380 -0.21335 -1.41048 0.2 0.2 -0.4
H -1.67434 1.06025 -0.27540 0.4 0.6 -0.6
H -1.88724 -1.00371 0.73392 0.0 -0.1 0.0
H -0.42168 -1.69012 0.10683 0.1 0.0 -0.7
H 0.90955 0.15008 1.15062 -0.1 0.2 -0.3
H 0.15229 -0.86627 2.24055 -0.3 -0.4 0.1
H -1.70155 1.24851 1.75655 0.1 0.5 0.0
H -0.07414 1.90583 2.12522 -0.2 0.4 0.3
H -1.35172 -0.18013 3.69823 0.1 0.0 0.4
H -0.25101 0.94175 4.22788 0.0 -0.3 0.2
H 0.07215 -3.93126 -1.23958 0.2 0.1 0.1
H 0.81338 -2.89342 -2.11938 -0.2 -0.7 -0.1
O 0.20453 -3.64952 -2.14770 -0.2 0.4 -0.2
H 2.19749 -1.73184 -1.65477 0.3 0.2 -0.3
H 3.67188 -2.11606 -1.50377 0.0 0.1 -0.1
O 2.78869 -2.48911 -1.55277 -0.1 0.0 0.3
H 0.75797 4.58877 0.65801 -0.1 0.1 -0.2
H 0.09669 3.66568 1.63047 -0.3 0.0 0.0
O 0.02003 3.97109 0.72178 0.3 0.1 0.1
```
Forces are in eV/Å.

Computed properties:
* frontier orbital gap: 9.95 eV
* HOMO: -0.3486 Ha
* maximum force: 2.11 eV/A
* energy above the lowest of the compared OMol25 structures with the same formula, charge and spin: 210.31 kJ/mol
* SMILES: NCCCCCC=O.O.O.O

Löwdin population analysis, charges in e, atoms 1 to 8: 0.036 -0.223 -0.143 -0.179 -0.205 -0.208 -0.268 -0.007